Entry 1:
C41H40F5InNO7PSTe | ωB97M-V/def2-TZVPD

Its net charge is -2. As for the LUMO energy: 3.8 eV. The largest force on an atom comes out at 4.32 eV/A. For the gap between HOMO and LUMO, the calculation gives 6.232 eV. Its total energy is -3864.991704 Eh.

Positions of all 98 atoms, in Å:
In  0.58731  -0.14905  1.09955
C  4.25724  -5.60377  2.74637
O  4.37907  -5.76423  1.34588
C  3.91172  -4.73722  0.57447
C  3.84724  -5.00885  -0.80651
C  3.30619  -4.06513  -1.63938
C  2.81577  -2.83035  -1.17895
C  2.05190  -1.98074  -2.07229
C  2.44671  -1.91123  -3.54534
O  1.08202  -1.31218  -1.72341
C  2.98854  -2.48907  0.22545
O  2.76612  -1.35089  0.73638
C  3.52753  -3.52231  1.06449
H  4.45847  -6.58309  3.17855
H  3.25410  -5.27610  3.02799
H  4.98363  -4.88093  3.13189
H  4.18710  -5.96927  -1.17165
H  3.19199  -4.32514  -2.68568
H  3.13292  -2.69900  -3.84447
H  2.93787  -0.94735  -3.69245
H  1.55875  -1.92449  -4.18062
H  3.56495  -3.28401  2.11954
O  1.81787  4.91781  1.92472
C  1.72987  3.84361  1.31789
O  0.94948  2.87631  1.55852
C  2.65519  3.59934  0.07019
P  1.97374  2.07364  -0.73281
C  3.09407  2.08619  -2.22038
C  4.31465  1.42735  -2.04388
C  5.26576  1.39061  -3.05144
C  5.00606  1.99857  -4.27375
C  3.78129  2.61806  -4.47979
C  2.83411  2.65871  -3.46444
C  0.44062  2.69787  -1.52620
C  -0.20932  1.81456  -2.39333
C  -1.41855  2.14800  -2.98219
C  -2.01381  3.37019  -2.70238
C  -1.38362  4.25260  -1.83696
C  -0.16866  3.92046  -1.25225
H  3.66581  3.37379  0.41741
H  2.70754  4.46555  -0.59121
H  4.49724  0.92591  -1.09756
H  6.20478  0.87219  -2.89518
H  5.74949  1.98076  -5.06233
H  3.56335  3.07069  -5.44123
H  1.88197  3.14492  -3.64023
H  0.24525  0.84847  -2.58162
H  -1.90865  1.45343  -3.65555
H  -2.97097  3.62599  -3.14337
H  -1.84869  5.20406  -1.60300
H  0.28854  4.61430  -0.55837
C  -5.77138  -1.45866  2.23529
C  -4.58522  -1.65340  2.97028
C  -3.58421  -0.72509  2.91980
C  -3.72971  0.45044  2.14934
C  -2.69344  1.41794  2.05345
C  -2.84135  2.52211  1.25613
C  -4.02688  2.71495  0.52484
C  -5.04558  1.80596  0.60021
C  -4.92085  0.64953  1.40468
C  -5.92979  -0.33932  1.46647
H  -6.54583  -2.21614  2.26546
H  -4.45117  -2.55672  3.55167
H  -2.64500  -0.90804  3.42257
H  -2.02184  3.22690  1.18388
H  -4.12571  3.59232  -0.10215
H  -5.95741  1.94772  0.02750
H  -6.82385  -0.20960  0.86441
C  -0.07618  1.25204  4.57273
C  -1.50056  1.49711  4.11686
C  -1.92039  2.93726  4.39407
O  -1.51212  1.22907  2.70783
H  0.02523  1.48571  5.63248
H  0.59684  1.88264  3.98763
H  0.19821  0.21333  4.41520
H  -2.18221  0.80920  4.63151
H  -1.23043  3.61187  3.88248
H  -1.88413  3.14069  5.46546
H  -2.93294  3.12308  4.03197
S  -2.30554  -1.70019  -0.65157
C  -2.46880  -1.25620  -2.23047
N  -1.47405  -1.58699  -3.13263
C  -1.56698  -1.40194  -4.46775
C  -2.66592  -0.82338  -5.01233
C  -3.69246  -0.36920  -4.13532
C  -3.59084  -0.56645  -2.79665
H  -0.63513  -1.96703  -2.70897
H  -0.73526  -1.74165  -5.06898
H  -2.74602  -0.68502  -6.07981
H  -4.54941  0.14347  -4.55510
H  -4.33792  -0.21867  -2.09967
F  -1.51580  -2.07144  5.28541
Te  -0.14088  -3.01296  4.31863
F  1.21447  -4.30144  3.92837
F  -1.47217  -4.32765  3.88814
F  -0.17999  -4.03455  5.95336
F  1.17513  -2.07593  5.33611
O  -0.17607  -2.10526  2.82814

Löwdin atomic charge list, values in e, 8 entries:
1. In 0.972
2. C -0.091
3. O -0.094
4. C -0.299
5. C -0.052
6. C -0.069
7. C -0.103
8. C -0.394

=====

Entry 2:
C34H28IN10O3Pt | ωB97M-V/def2-TZVPD

Its net charge is +1. As for the LUMO energy (alpha / beta): -3.3 / -3.8 eV. Its spin multiplicity is 3. The largest force on an atom comes out at 0.30 eV/A. For the gap between HOMO and LUMO (alpha / beta), the calculation gives 7.125 / 6.863 eV. Its total energy is -2502.504011 Eh.

Positions of all 77 atoms, in Å:
Pt  2.17535  -0.33762  0.24089
C  -2.62233  -0.65248  0.79898
C  -1.83920  -0.01959  1.90770
N  -2.48670  0.58864  2.86496
C  -1.79329  1.17977  3.85929
C  -0.42944  1.16114  3.94656
C  0.23725  1.87173  5.09000
O  1.10215  2.87814  4.55871
C  0.32024  0.49820  2.92772
C  1.75319  0.45715  3.09878
N  2.65786  0.00898  2.29102
C  4.00518  -0.05955  2.75189
C  4.28653  -0.24147  4.10849
C  5.58840  -0.27230  4.57237
C  6.64814  -0.14548  3.68880
C  6.39404  -0.02287  2.33418
C  5.08610  0.00285  1.87143
I  4.84560  0.06245  -0.20455
C  -0.40101  -0.08495  1.85870
O  0.11049  -0.65058  0.81174
H  -3.67590  -0.42072  0.92787
H  -2.49566  -1.73847  0.80556
H  -2.28135  -0.30504  -0.17838
H  -2.38545  1.68751  4.61120
H  0.81459  1.17211  5.70853
H  -0.53118  2.30816  5.72948
H  1.23116  3.56500  5.21994
H  2.10753  0.86607  4.03765
H  3.47825  -0.39460  4.80975
H  5.77255  -0.41542  5.62817
H  7.66846  -0.17154  4.04454
H  7.21576  0.04071  1.63421
C  -0.89831  4.19159  -0.59755
N  0.30501  3.37128  -0.59827
C  0.61714  2.41509  0.26251
N  1.69787  1.77346  -0.16650
C  2.00930  2.42376  -1.32478
N  1.18115  3.38875  -1.62272
C  -1.81260  3.82621  -1.74085
C  -2.42049  4.82990  -2.47620
C  -3.30208  4.51095  -3.50166
C  -3.56182  3.19008  -3.80371
C  -2.94076  2.17321  -3.07469
C  -2.07372  2.49097  -2.03933
C  -3.24269  0.79441  -3.46165
N  -4.13478  0.42872  -4.31206
N  -4.04440  -0.94815  -4.41297
C  -3.10465  -1.31455  -3.61585
O  -2.54275  -0.26141  -2.95675
C  -2.62729  -2.68514  -3.42808
C  -3.05594  -3.63749  -4.35634
C  -2.64289  -4.94856  -4.24097
C  -1.80036  -5.32204  -3.20087
C  -1.38365  -4.38571  -2.27011
C  -0.51391  -4.81586  -1.11664
N  0.67219  -3.97698  -1.00130
C  0.98141  -3.16284  -0.00547
N  2.06444  -2.46565  -0.32756
C  2.37887  -2.92949  -1.57326
N  1.55492  -3.84153  -2.01438
C  -1.79574  -3.05958  -2.38251
H  -0.60714  5.23968  -0.63330
H  -1.38294  4.00466  0.36275
H  0.05523  2.21235  1.15807
H  2.85110  2.16548  -1.94434
H  -2.20554  5.86733  -2.25161
H  -3.77573  5.29757  -4.07235
H  -4.23401  2.92420  -4.60702
H  -1.59294  1.69714  -1.47714
H  -3.70547  -3.32763  -5.16263
H  -2.96861  -5.68205  -4.96527
H  -1.46753  -6.34910  -3.11661
H  -0.20413  -5.85517  -1.21068
H  -1.04466  -4.70223  -0.16980
H  0.40139  -3.05731  0.89352
H  3.22642  -2.58332  -2.14040
H  -1.46621  -2.32095  -1.65886

Löwdin atomic charge list, values in e, 8 entries:
1. Pt 0.950
2. C -0.013
3. C -0.260
4. N 0.133
5. C -0.091
6. C -0.156
7. C -0.202
8. O -0.053

=====

Entry 3:
C53H43ClLuN7PTe | ωB97M-V/def2-TZVPD

Its net charge is +1. As for the LUMO energy: -2.4 eV. The largest force on an atom comes out at 2.55 eV/A. For the gap between HOMO and LUMO, the calculation gives 5.968 eV. Its total energy is -4733.797927 Eh.

Positions of all 107 atoms, in Å:
Lu  13.82953  13.11096  16.58976
C  16.39821  9.62952  19.13933
N  15.43084  10.68108  19.19006
C  14.50422  10.96080  18.23184
N  13.75783  12.01040  18.56015
C  14.30552  12.52485  19.70791
C  15.34526  11.72436  20.11968
C  16.12146  11.79484  21.34071
C  17.51067  11.80645  21.30158
C  18.23527  11.90965  22.49691
C  17.50414  12.13055  23.67717
C  16.10716  12.20344  23.70432
C  15.42504  12.01538  22.52608
C  13.82347  13.82624  20.21706
C  14.62391  14.95948  20.01157
C  14.16701  16.19800  20.42443
C  12.98486  16.33039  21.09602
C  12.16138  15.19654  21.29211
C  12.61074  13.95804  20.88022
P  14.29006  9.94990  16.65133
C  14.46748  10.90898  15.05083
N  13.72706  11.94109  14.66360
C  14.23524  12.40931  13.49721
C  15.34376  11.64982  13.17324
N  15.44708  10.68263  14.14931
C  16.43676  9.61924  14.25165
C  16.15252  11.71953  11.95815
C  15.51980  11.42566  10.74822
C  16.17269  11.70319  9.56905
C  17.45772  12.25796  9.57339
C  18.08502  12.57333  10.76797
C  17.38696  12.32647  11.99038
C  13.73042  13.66210  12.95344
C  12.38371  14.01385  13.06593
C  11.94084  15.25838  12.63440
C  12.76413  16.18074  11.99890
C  14.12183  15.88080  11.94160
C  14.62619  14.64363  12.41326
C  12.48268  10.17789  16.68714
N  11.93601  11.39192  16.65990
C  10.58336  11.18078  16.52294
C  10.34815  9.80249  16.43635
N  11.58317  9.19232  16.52900
C  11.83194  7.74732  16.48768
C  9.10720  9.02210  16.26750
C  8.78169  8.43283  15.06003
C  7.66460  7.68543  14.93146
C  6.79181  7.53427  15.99315
C  7.07954  8.18621  17.23081
C  8.23391  8.93882  17.34078
C  9.65758  12.34398  16.38749
C  9.31120  13.10977  17.47844
C  8.42494  14.15655  17.33990
C  7.83812  14.43570  16.08677
C  8.20947  13.68125  14.98308
C  9.00875  12.56928  15.19104
H  15.83161  8.72029  19.02879
H  17.12580  9.79876  18.33316
H  16.98156  9.63292  20.05453
H  18.01986  11.72385  20.31622
H  19.29319  11.78094  22.49006
H  18.07031  12.21290  24.60982
H  15.58475  12.28317  24.67063
H  14.35851  11.93563  22.56172
H  15.57710  14.82970  19.51422
H  14.81981  17.05626  20.26862
H  12.64994  17.26818  21.45311
H  11.20362  15.25471  21.84020
H  12.03306  13.06341  20.98393
H  16.85238  9.41966  13.25323
H  17.22601  9.89400  14.93172
H  15.95054  8.70756  14.66436
H  14.51791  10.99761  10.69639
H  15.73466  11.41038  8.59777
H  18.00561  12.43720  8.66069
H  19.03512  13.05893  10.81005
H  17.86603  12.62437  12.89927
H  11.62524  13.34428  13.45888
H  10.86701  15.44770  12.69498
H  12.36214  17.12546  11.61629
H  14.83319  16.57364  11.49514
H  15.65679  14.37899  12.38318
H  11.16778  7.26825  17.22087
H  11.69035  7.35795  15.47072
H  12.84966  7.57020  16.81763
H  9.48660  8.56269  14.21461
H  7.54512  7.20824  13.97280
H  5.91479  6.90655  15.89084
H  6.44702  8.10863  18.05901
H  8.42278  9.49945  18.25820
H  9.75560  12.91421  18.44036
H  8.07327  14.67259  18.23476
H  7.13079  15.25623  16.05394
H  7.85124  13.89155  14.01104
H  9.17257  11.86440  14.41568
Te  16.55716  12.77887  16.68392
Cl  10.54284  17.21561  18.64336
C  11.65224  16.90386  17.36395
C  11.95463  17.85600  16.38641
C  12.96161  17.58972  15.48673
C  13.54890  16.32872  15.47799
N  13.20637  15.39370  16.38001
C  12.31835  15.69677  17.35387
H  11.42830  18.77540  16.37832
H  13.22844  18.33427  14.74147
H  14.28544  16.01667  14.78018
H  12.09757  14.92141  18.08758

Löwdin atomic charge list, values in e, 8 entries:
1. Lu 1.204
2. C -0.036
3. N -0.074
4. C -0.580
5. N -0.083
6. C -0.221
7. C -0.122
8. C -0.178

=====

Entry 4:
C15H29FO19S4 | ωB97M-V/def2-TZVPD

Its net charge is 0. As for the LUMO energy: 0.3 eV. As for the structure (SMILES): CC(C)COC(=O)OCCF.O=S1(=O)OCCO1.O=S1(=O)OCCO1.O=S1(=O)OCCO1.O=S1(=O)OCCO1. The largest force on an atom comes out at 4.95 eV/A. For the gap between HOMO and LUMO, the calculation gives 10.608 eV. Its total energy is -3710.920614 Eh.

Positions of all 68 atoms, in Å:
C  3.64436  -1.43110  0.15701
C  3.18820  0.10570  0.29584
C  4.35475  1.15969  -0.07471
C  2.51508  0.43266  1.72691
O  1.92495  1.75871  1.67824
C  0.69465  1.76648  0.99523
O  0.59674  2.55163  0.01777
O  -0.43931  0.97956  1.31089
C  -0.49520  -0.24704  0.53536
C  -1.64440  -0.17277  -0.60224
F  -1.24610  0.85089  -1.53887
H  4.48644  -1.73298  0.85707
H  3.89428  -1.58956  -0.95305
H  2.71013  -2.07291  0.35608
H  2.37693  0.25757  -0.51233
H  4.87663  1.60182  0.83699
H  3.83492  2.01843  -0.63371
H  5.11363  0.64549  -0.75058
H  3.33170  0.40107  2.53954
H  1.75027  -0.36207  2.04367
H  0.49991  -0.51283  0.04496
H  -0.75176  -1.09364  1.26253
H  -2.62136  0.10125  -0.09000
H  -1.69513  -1.18393  -1.14669
O  1.34946  -4.53389  -0.33478
S  2.32120  -4.49661  -1.38652
O  3.73197  -4.50229  -1.14387
O  1.96653  -3.24553  -2.36076
C  1.74769  -3.72009  -3.68951
C  1.23317  -5.14227  -3.52802
O  1.97789  -5.68408  -2.43740
H  2.70424  -3.70395  -4.21931
H  1.03472  -3.07990  -4.20993
H  1.37719  -5.74112  -4.42703
H  0.17465  -5.15042  -3.25162
O  0.09268  -6.10337  0.14668
S  0.20524  -7.10224  1.16730
O  1.33852  -7.96807  1.28204
O  -1.14243  -8.01020  1.14535
C  -1.78133  -7.95052  2.42036
C  -1.40280  -6.59451  2.99634
O  -0.04495  -6.39195  2.60516
H  -1.38948  -8.76451  3.03669
H  -2.86009  -8.06591  2.31131
H  -1.49917  -6.56218  4.08138
H  -2.00499  -5.79539  2.55403
O  -3.15686  7.16657  -3.10868
S  -2.57744  5.90540  -3.46700
O  -2.98569  5.16543  -4.62153
O  -2.64932  4.93152  -2.17350
C  -1.32927  4.50774  -1.81978
C  -0.41157  5.62928  -2.27572
O  -0.96521  6.07993  -3.51398
H  -1.11380  3.57935  -2.35483
H  -1.26041  4.33133  -0.74647
H  0.61657  5.29551  -2.41162
H  -0.43146  6.46696  -1.57214
O  -2.99845  3.47920  3.11050
S  -2.31025  4.73390  3.05987
O  -0.97352  4.90836  3.53840
O  -3.25760  5.86101  3.74125
C  -3.52174  6.89916  2.79549
C  -3.45106  6.22811  1.43323
O  -2.38098  5.28847  1.54078
H  -2.74505  7.66170  2.90109
H  -4.49740  7.34757  2.98426
H  -3.26136  6.93790  0.62814
H  -4.36837  5.67250  1.21848

natural (NBO) atomic charge list, values in e, 8 entries:
1. C -0.629
2. C -0.238
3. C -0.630
4. C -0.090
5. O -0.509
6. C 0.993
7. O -0.579
8. O -0.538